[1]
A structure of composition C15H18N4OS at a distorted geometry, computed with ωB97M-V/def2-TZVPD.

Calculated values
Gap between HOMO and LUMO: 7.07 eV
Highest occupied orbital energy: -7.5 eV
E_LUMO: -0.458 eV

```
! RIJCOSX wB97M-V def2-TZVPD def2/J DEFGRID3
* xyz 0 1
C 1.026 -0.435 -0.572
C 2.382 1.345 0.523
H -1.462 -4.947 2.038
C -1.544 0.170 1.244
O 1.939 -1.482 -0.344
H 3.698 4.147 1.355
N -1.319 -4.051 1.623
H 1.259 3.855 -2.208
C -1.515 -2.350 -2.441
H -0.553 -0.064 -1.411
C 2.560 2.691 0.791
H 2.434 4.567 -0.310
H -0.941 0.026 1.937
H 2.578 0.529 1.023
C 3.560 3.074 1.806
H -2.510 -1.612 -2.320
C 2.195 3.597 -0.261
C -1.352 1.429 0.769
C 1.381 0.986 -0.649
H 0.334 -2.740 -1.521
C -0.418 -2.236 -1.576
S -3.165 -2.630 3.022
H -2.818 -0.466 -0.191
H -1.866 -3.368 -2.748
C 1.283 3.072 -1.519
N -0.034 -0.739 -1.418
H 2.687 3.306 2.835
N -1.955 -2.103 0.796
H -0.481 2.097 1.194
C -2.239 -2.898 1.723
H -1.106 -2.003 -3.467
H 4.092 2.332 2.032
C -2.532 -0.896 0.688
H -3.225 -0.904 1.304
N -0.746 -3.885 0.388
H 0.446 1.587 -2.471
C 1.165 1.773 -1.566
H -2.009 1.836 -0.099
C -1.224 -2.608 0.000
*
```

[2]
A cluster of 2 separate species, C15H18O in total at a distorted geometry, computed with ωB97M-V/def2-TZVPD.

Calculated values
Gap between HOMO and LUMO: 9.11 eV
Highest occupied orbital energy: -8.4 eV
E_LUMO: 0.750 eV

```
! RIJCOSX wB97M-V def2-TZVPD def2/J DEFGRID3
* xyz 0 1
H -1.116 0.362 2.984
H 1.605 -0.624 -2.244
C -0.664 2.255 1.198
H 1.071 -0.667 -3.873
H 0.359 -1.618 3.730
H 0.519 3.566 -0.006
C 0.278 1.107 1.595
C -1.868 -1.285 -0.469
C 0.681 -0.850 2.917
C -0.640 -1.566 -1.056
H -4.118 -0.997 -1.025
H -1.293 -0.303 -4.070
C 0.959 -1.304 -2.994
H -1.513 2.290 1.803
H 1.940 1.574 0.218
C -2.997 -1.169 -1.354
C -0.363 -1.307 -2.371
H -0.977 1.898 0.206
C -2.791 -0.957 -2.639
C -0.137 0.239 2.531
H 3.363 -0.280 0.819
H -3.585 -1.019 -3.376
H -0.298 4.408 1.341
H 3.555 -2.303 2.198
H 1.251 -2.238 -3.326
O 2.749 -2.070 2.700
H 0.152 -1.835 -0.414
H -1.997 -1.235 0.621
C 1.953 -0.911 2.443
C -1.432 -0.910 -3.121
C 2.357 -0.165 1.337
C 1.650 0.930 0.895
H 1.152 3.484 1.688
C 0.194 3.499 1.115
*
```

[3]
A cluster of 2 separate species, C15H18O in total at a distorted geometry, computed with ωB97M-V/def2-TZVPD.

Calculated values
Gap between HOMO and LUMO: 9.40 eV
Highest occupied orbital energy: -8.5 eV
E_LUMO: 0.864 eV

```
! RIJCOSX wB97M-V def2-TZVPD def2/J DEFGRID3
* xyz 0 1
H -4.925 -0.147 0.415
C -2.224 -0.443 -1.361
C 3.946 0.440 1.018
O 0.010 2.374 -2.007
H -2.804 -1.206 -1.870
C -0.574 1.275 0.007
H -1.353 0.275 -3.129
H -4.655 -1.480 -0.696
C -2.206 -0.512 0.033
H 0.196 -1.348 2.326
C -3.177 -1.380 0.834
H -2.871 -2.425 0.794
H -2.974 -1.098 1.870
H 0.731 -2.612 1.214
C -0.760 1.419 -1.356
H 3.147 -0.415 2.842
C 2.547 0.321 -0.875
H 1.620 -2.367 2.687
C 3.051 -0.308 1.769
C 1.070 -1.842 1.910
H -0.573 2.916 -2.546
C -1.415 0.417 0.702
H 2.285 0.518 -1.906
H 4.896 0.688 1.486
C 1.736 -0.582 -0.205
C 3.664 0.886 -0.267
C 1.931 -0.874 1.140
H -1.359 0.445 1.785
H 0.219 1.875 0.432
H 4.376 1.469 -0.830
H -5.281 -1.817 0.929
C -1.513 0.506 -2.084
H 0.846 -0.964 -0.684
C -4.610 -1.181 0.350
*
```

[4]
A cluster of 2 separate species, C15H18O2 in total at a distorted geometry, computed with ωB97M-V/def2-TZVPD.

Calculated values
Gap between HOMO and LUMO: 9.01 eV
Highest occupied orbital energy: -8.2 eV
E_LUMO: 0.763 eV

```
! RIJCOSX wB97M-V def2-TZVPD def2/J DEFGRID3
* xyz 0 1
C 1.207 -0.494 1.793
H 0.488 -2.032 -2.055
H -1.432 1.457 2.697
C -0.474 0.873 -3.428
C 0.011 -0.139 2.423
C -1.422 1.287 -2.489
C 0.247 -0.288 -3.234
H -2.779 0.391 0.170
H 0.146 -1.493 4.017
C -1.334 -2.324 2.677
C -0.650 -1.133 3.376
C 0.270 2.109 1.605
C -0.851 -0.601 -1.119
H -2.083 2.131 -2.627
H -1.351 -0.571 3.993
C 1.521 1.793 1.115
H -0.303 1.500 -4.291
C -1.529 0.603 -1.299
H 3.173 2.534 0.360
H -0.959 -1.156 -0.194
H -0.956 -3.250 3.116
H -0.049 3.143 1.556
H 1.164 -1.086 -5.033
C 1.456 -0.630 -4.089
H 2.983 0.268 0.819
H 2.011 0.267 -4.351
H 2.059 -1.366 -3.568
H -1.094 -2.338 1.613
O 2.283 2.798 0.606
H -2.411 -2.398 2.805
C -0.459 1.158 2.317
O -2.352 1.108 -0.326
C -0.029 -1.079 -2.114
H 1.504 -1.532 1.936
C 1.994 0.487 1.224
*
```

[5]
An isolated molecule of C15H18O3 at a distorted geometry, computed with ωB97M-V/def2-TZVPD.

Calculated values
Gap between HOMO and LUMO: 9.27 eV
Highest occupied orbital energy: -9.3 eV
E_LUMO: -0.044 eV

```
! RIJCOSX wB97M-V def2-TZVPD def2/J DEFGRID3
* xyz 0 1
C -0.628 -1.309 1.702
H -1.028 -3.287 2.245
H -2.084 0.683 0.284
C 0.490 -0.392 1.012
O -0.667 2.442 -3.747
H -0.308 -0.536 -0.969
C 2.871 -0.372 0.154
O 4.077 -0.384 0.591
H 2.269 -1.578 1.691
H 0.744 0.536 1.671
H -2.186 -0.339 -2.331
H -0.895 1.979 0.491
H 1.873 -2.133 0.079
H -2.769 1.031 -3.369
C -0.037 0.214 -0.342
C -1.664 1.753 -1.641
C 1.027 1.010 -0.932
H -0.059 -3.261 0.795
H -1.938 -1.290 3.407
C -0.259 -2.784 1.773
H 0.548 -2.911 2.540
H -3.644 0.750 -1.865
C -1.280 1.161 -0.159
C 0.890 1.904 -2.004
H -0.093 -1.086 3.767
C 1.800 -1.257 0.710
C -0.953 -0.821 3.087
C -0.491 2.054 -2.609
O 2.220 2.223 -2.473
H -1.183 0.240 3.074
C -2.604 0.717 -2.262
H 4.165 1.377 -1.704
C 3.053 1.418 -1.706
C 2.430 0.739 -0.769
H -1.574 -1.226 1.174
H -2.112 2.738 -1.365
*
```

[6]
A structure of composition C15H19Cl5GeO5RuSe at a distorted geometry, computed with ωB97M-V/def2-TZVPD.

Calculated values
Gap between HOMO and LUMO (alpha / beta): 7.06 / 7.46 eV
Highest occupied orbital energy (alpha / beta): -11.8 / -11.8 eV
<S²>: 0.76
E_LUMO (alpha / beta): -4.694 / -4.286 eV

```
! RIJCOSX wB97M-V def2-TZVPD def2/J DEFGRID3
* xyz 1 2
C -1.797 1.795 -0.605
C 3.362 1.825 0.276
Ge -3.126 0.345 -0.680
Ru 0.602 0.475 0.034
H -4.520 1.348 1.159
H -2.645 -2.193 -1.054
O 1.289 2.513 3.678
H -1.332 -1.196 -1.698
H -3.728 0.588 -3.137
H 3.462 1.810 2.735
O 2.789 0.764 1.053
C -4.042 0.375 1.039
C -2.263 -2.509 1.796
H -4.887 1.439 -2.109
H 3.677 1.387 -0.672
C 1.677 -0.869 -2.152
C 1.329 1.585 2.760
Cl 2.295 -1.530 -4.684
Cl 3.994 -3.830 -3.374
Se -0.901 -1.652 0.698
H -1.804 -2.772 2.745
H -1.088 1.752 -1.428
C -4.303 0.524 -2.213
H 2.869 0.155 2.985
H -3.331 0.250 1.856
H -1.297 1.767 0.372
C 2.400 -2.007 -0.195
H 0.378 2.806 3.848
C 2.712 1.081 2.430
Cl 2.408 -2.190 1.521
H -2.536 -3.404 1.246
C 1.667 -0.994 -0.797
H -2.262 2.780 -0.658
O 1.095 2.349 -0.216
Cl 0.715 0.481 -2.682
C 2.371 -1.723 -2.988
Cl 4.051 -4.136 -0.277
O 2.577 4.033 -0.100
H 4.205 2.296 0.775
C 3.110 -2.745 -2.392
H -4.819 -0.386 1.111
O 0.342 1.118 2.213
C 3.133 -2.888 -0.995
H -3.113 -1.855 1.949
C 2.302 2.869 -0.024
C -2.027 -1.315 -0.866
H -4.993 -0.316 -2.281
*
```